No. 1
A cluster of 5 separate species, C13H15F3N2O9 in total at a distorted geometry. Source: OMol25; level of theory: ωB97M-V/def2-TZVPD.

```
42
C13H15F3N2O9 (ωB97M-V/def2-TZVPD)
O 4.06696 0.31785 -0.14197
C 3.90622 -0.64434 -0.80082
O 2.81682 -1.45025 -0.75182
C 3.02905 -2.57045 -1.60820
C 4.20505 -2.10240 -2.46841
F 3.74054 -1.51509 -3.62225
O 4.82202 -1.14606 -1.67783
H 3.29888 -3.45503 -1.03535
H 2.14321 -2.72686 -2.21273
H 4.88856 -2.89067 -2.76965
O -0.75063 -1.08816 1.79830
C -1.51985 -1.87908 2.22706
O -2.29266 -1.71600 3.31499
C -2.93727 -2.96907 3.60194
C -2.87520 -3.67666 2.25785
F -3.95057 -3.37620 1.48219
O -1.73992 -3.11418 1.67010
H -2.30218 -3.49048 4.31947
H -3.93546 -2.80292 3.98955
H -2.76790 -4.75285 2.36494
O -3.13115 0.23768 -1.34731
C -2.17959 -0.33608 -1.74439
O -1.05051 0.25354 -2.19508
C -0.14271 -0.73745 -2.69791
C -0.83026 -2.05596 -2.35682
F -0.12852 -2.73247 -1.38141
O -2.06327 -1.69508 -1.83875
H -0.12931 -0.58873 -3.77903
H 0.84263 -0.59844 -2.26643
H -0.95459 -2.75292 -3.18105
C 0.93960 2.01986 0.21890
C 0.58856 3.40167 0.06662
N 0.33084 4.50944 -0.08433
H 0.86768 1.46079 -0.71131
H 0.38081 1.45239 0.96653
H 1.96515 1.89466 0.57998
C -0.81624 6.90817 2.00184
C -1.93196 7.84183 1.91195
N -2.79554 8.59461 1.84666
H -0.29082 6.83722 1.05146
H -1.17215 5.90037 2.20996
H -0.14434 7.23379 2.79258
```

Output
SMILES: O=C1OC[C@@H](F)O1.O=C1OC[C@@H](F)O1.O=C1OC[C@@H](F)O1.CC#N.CC#N
DFT total energy (Ha): -1590.6711
Relative energy (zero: lowest compared OMol25 entry of this formula, charge and spin) (kJ/mol): 0.00
HOMO (eV): -11.09

***

No. 2
An isolated molecule of C13H15IN2O4S2 at a distorted geometry. Source: OMol25; level of theory: ωB97M-V/def2-TZVPD.

```
37
C13H15IN2O4S2 (ωB97M-V/def2-TZVPD)
C 1.47551 2.63896 2.01551
C 0.27590 1.84129 1.16610
I -1.53347 3.09691 1.42811
C 0.74293 1.72759 -0.43542
C 0.52827 0.17762 -0.94173
C -0.97280 -0.32190 -1.42902
C -2.30824 0.68463 -1.40258
C -3.20687 0.14301 -0.10041
O -4.21194 1.11547 0.35627
C -4.70990 0.52196 1.64174
O -5.92888 0.74780 2.14327
C -1.30233 -1.87596 -1.95169
C -0.14915 -3.03976 -2.01298
N -0.38468 -4.47273 -2.43503
S 1.24356 -5.13259 -2.20177
N 2.19664 -3.74350 -1.62210
C 1.32122 -2.50773 -1.52012
C 1.72320 -0.97515 -0.98854
S 3.49675 -0.58891 -0.41643
C 3.38269 -0.47045 1.48305
O 4.40584 -1.80980 -0.72212
O 4.08650 0.69296 -1.05118
H 2.53182 2.20100 1.76539
H 1.22429 2.59464 3.18033
H 1.35682 3.78461 1.70216
H 0.15097 0.75442 1.64120
H 1.88030 2.05173 -0.45062
H 0.15237 2.48886 -1.11934
H -2.02331 1.81660 -1.32011
H -2.89989 0.55335 -2.41190
H -2.41359 -0.00477 0.77902
H -3.62700 -0.92830 -0.32885
H -4.02185 -0.23467 2.23387
H -2.41013 -2.16562 -2.28795
H 2.23072 -0.36934 1.77879
H 3.78088 -1.48099 1.93880
H 3.91684 0.48875 1.89629
```

Output
SMILES: C[C@@H](I)Cc1c(CCOC=O)cc2nsnc2c1S(C)(=O)=O
DFT total energy (Ha): -2008.3484
HOMO (eV): -9.15

***

No. 3
An isolated molecule of C13H15N3O2S at a distorted geometry. Source: OMol25; level of theory: ωB97M-V/def2-TZVPD.

```
34
C13H15N3O2S (ωB97M-V/def2-TZVPD)
C 3.91265 2.70407 -0.94151
C 2.92613 1.58411 -0.80474
C 2.49473 0.88538 -1.92676
C 1.58971 -0.15341 -1.82780
C 1.09122 -0.51521 -0.58055
N 0.15401 -1.53850 -0.39579
C -0.56083 -2.22234 -1.32524
O -0.38850 -2.17387 -2.52235
C -1.66855 -3.07132 -0.69681
C -3.03611 -2.50076 -1.05199
S -3.17665 -0.67474 -0.95610
C -2.56520 -0.31161 0.60993
N -2.03676 -1.09200 1.50496
N -1.64761 -0.29417 2.52730
C -1.95289 0.91807 2.21632
C -1.70972 2.14259 3.00048
O -2.55152 0.98304 0.99609
C 1.51634 0.17676 0.55076
C 2.42277 1.21280 0.43492
H 4.09198 3.18528 0.01670
H 3.54671 3.45091 -1.64477
H 4.86145 2.32714 -1.32220
H 2.87552 1.16092 -2.89960
H 1.26092 -0.68193 -2.70662
H -0.11744 -1.67504 0.57117
H -1.55956 -3.11877 0.38533
H -1.60985 -4.07877 -1.11365
H -3.27231 -2.69036 -2.09910
H -3.81348 -2.92127 -0.41590
H -2.64684 2.66986 3.16944
H -1.26127 1.86923 3.95003
H -1.04015 2.80324 2.45142
H 1.12957 -0.09860 1.52317
H 2.74154 1.73929 1.32348
```

Output
SMILES: Cc1ccc(NC(=O)CCSc2nnc(C)o2)cc1
DFT total energy (Ha): -1217.3306
Relative energy (zero: lowest compared OMol25 entry of this formula, charge and spin) (kJ/mol): 86.28
HOMO (eV): -8.20

***

No. 4
An isolated molecule of C13H15N3O4S at a distorted geometry. Source: OMol25; level of theory: ωB97M-V/def2-TZVPD.

```
36
C13H15N3O4S (ωB97M-V/def2-TZVPD)
O -2.35618 -2.30980 0.51656
C -2.27238 -1.11283 0.33458
C -0.92582 -0.43745 0.09568
C -0.45884 0.25466 1.36892
S 0.85608 1.48886 1.05563
C 2.15366 0.42199 0.68799
N 2.13409 -0.87561 0.65080
N 3.37552 -1.27004 0.32942
C 4.10022 -0.20334 0.18229
C 5.48465 -0.10426 -0.15971
C 6.27482 1.01135 -0.31674
C 7.55537 0.52957 -0.65183
C 7.44872 -0.83132 -0.67384
O 6.20532 -1.22104 -0.37822
O 3.37127 0.93054 0.39943
N -3.36354 -0.30959 0.38054
C -3.45814 1.09667 0.05724
C -4.33139 1.26236 -1.19659
O -5.60543 0.69773 -1.00882
C -5.51250 -0.67732 -0.70193
C -4.67631 -0.90545 0.55951
H -0.98708 0.26791 -0.73373
H -0.20982 -1.21859 -0.16301
H -1.25580 0.83086 1.83851
H -0.06170 -0.46845 2.07799
H 5.96571 2.03005 -0.20347
H 8.43151 1.11193 -0.84864
H 8.16734 -1.59996 -0.87954
H -2.48240 1.54469 -0.11092
H -3.94436 1.61193 0.89490
H -4.49311 2.31909 -1.41558
H -3.82901 0.78424 -2.05256
H -6.53529 -1.02685 -0.55742
H -5.05638 -1.21964 -1.54379
H -4.54296 -1.97059 0.74896
H -5.16586 -0.43226 1.41741
```

Output
SMILES: O=C(CCSc1nnc(-c2ccco2)o1)N1CCOCC1
DFT total energy (Ha): -1367.7508
Relative energy (zero: lowest compared OMol25 entry of this formula, charge and spin) (kJ/mol): 261.92
HOMO (eV): -8.30

***

No. 5
A structure of composition C13H15N4O7PtSSi at a distorted geometry. Source: OMol25; level of theory: ωB97M-V/def2-TZVPD.

```
42
C13H15N4O7PtSSi (ωB97M-V/def2-TZVPD)
Pt -1.13938 0.91432 -0.61456
O -2.45550 0.18474 -6.42769
C -3.29395 -0.42990 -5.62186
O -4.21466 -1.10969 -6.02238
C -3.06484 -0.26726 -4.16129
C -3.90119 -0.80665 -3.20230
N -3.40819 -0.46308 -2.00435
N -2.29932 0.27721 -2.14513
C -2.07236 0.42764 -3.44034
C -0.88353 1.28636 -3.85207
O -0.75377 1.45911 -5.08445
O -0.19484 1.73295 -2.91946
H -1.71837 0.66374 -5.90800
H -4.80071 -1.38384 -3.31483
H -3.75703 -0.59201 -1.06036
C 3.61800 -1.96059 0.79345
Si 2.86706 -1.30842 2.37888
C 1.82557 -2.63133 3.20282
C 4.26340 -0.80443 3.53701
C 1.80932 0.21965 2.08652
C 1.89572 1.33758 2.90527
C 1.09408 2.46346 2.70800
C 0.19995 2.45851 1.65702
N 0.11847 1.39363 0.85910
C 0.86043 0.29198 1.05848
S 0.36609 -0.89388 -0.11043
H 4.43498 -2.63962 1.04140
H 4.01999 -1.15314 0.18312
H 2.88969 -2.49451 0.18783
H 2.40703 -3.53657 3.37581
H 0.97508 -2.88816 2.57270
H 1.44168 -2.28248 4.16085
H 4.99387 -1.61045 3.60443
H 3.91480 -0.59394 4.54632
H 4.78121 0.08013 3.16824
H 2.60381 1.34368 3.72431
H 1.15884 3.32398 3.35715
H -0.46761 3.27650 1.42762
O -3.53156 0.43551 0.71568
N -3.55458 1.67021 0.85179
O -4.39947 2.24500 1.50315
O -2.62824 2.36405 0.28255
```

Output
DFT total energy (Ha): -2057.1865
Relative energy (zero: lowest compared OMol25 entry of this formula, charge and spin) (kJ/mol): 64.26
Total charge: -1
HOMO (eV): -5.30

***

No. 6
A structure of composition C13H15N4RhS2 at a distorted geometry. Source: OMol25; level of theory: ωB97M-V/def2-TZVPD.

```
35
C13H15N4RhS2 (ωB97M-V/def2-TZVPD)
C -1.87994 0.67259 -0.15018
C -0.96669 1.77557 -0.07478
H -2.51806 0.44378 0.71103
H -2.32129 0.37366 -1.11112
H -0.62250 2.30904 -0.97661
H -0.92924 2.34434 0.86974
Rh 0.14765 -0.07041 0.00822
C 0.03558 -1.62192 -1.31834
C -0.16784 -0.34967 -1.93878
C 1.95587 -0.37752 -1.06831
C 1.34037 -1.61838 -0.77516
H -1.07721 -0.02742 -2.41794
H 1.18401 1.46032 -2.07532
H 2.96531 -0.06322 -0.82501
C 1.02826 0.43071 -1.76130
H 1.77155 -2.43876 -0.22214
H -0.66209 -2.44214 -1.25764
N -2.22526 -0.70730 2.99960
C -1.20553 -1.54957 2.73966
N -0.20035 -1.32695 1.91620
C 1.02127 -1.78337 2.44972
C 0.81307 -2.72043 3.47077
S -0.83758 -2.86802 3.91899
C 2.07676 -0.80708 2.34870
C 3.13319 -0.62288 3.23588
S 3.53705 1.02774 3.43122
C 2.17754 1.43714 2.31789
N 1.67631 0.38117 1.73195
N 1.57963 2.63159 2.37877
H -2.80243 -0.92122 3.81065
H -2.28707 0.22218 2.59605
H 1.58456 -3.31632 3.97016
H 3.62548 -1.46312 3.71674
H 1.96926 3.28204 3.05621
H 0.69230 2.81225 1.91726
```

Output
DFT total energy (Ha): -1629.4981
Relative energy (zero: lowest compared OMol25 entry of this formula, charge and spin) (kJ/mol): 161.13
Multiplicity: 5
Total charge: +2
HOMO (alpha / beta) (eV): -12.21 / -15.67